14 unconnected molecules or ions with the total composition C21H45BCl27N2O5S2. Source: the OMol25 dataset; level of theory: wB97M-V/def2-TZVPD.

The calculation puts the total energy at -14559.09473 hartree. As for the LUMO energy: -2.79 eV. As for the gap between HOMO and LUMO: 0.343 hartree. Its HOMO energy is -12.128 eV.

ORCA input file:
```
! RIJCOSX wB97M-V def2-TZVPD def2/J DEFGRID3
* xyz 1 1
Cl 6.35314 -0.17397 0.39853
Cl 1.17350 -3.78516 4.51661
Cl -9.03354 -0.82736 -2.44262
Cl 1.58309 8.04443 -9.25692
Cl 1.84490 -4.31036 8.63841
Cl -0.56358 -5.87226 3.39381
Cl -11.65357 -0.69231 0.45759
Cl 4.61057 -1.53698 2.33858
Cl 9.14725 -2.21911 3.81970
Cl 10.74152 -7.02829 4.86283
Cl -1.65770 -1.31484 2.30896
Cl -1.26354 7.53396 -9.74634
Cl -7.13907 1.88373 0.33542
Cl -4.24708 3.27226 -3.55847
Cl -4.24448 1.50586 0.13340
Cl -1.11647 -2.27365 -6.16909
Cl -4.80002 6.02986 -7.49841
Cl 10.50107 -3.70718 7.69091
Cl -11.72668 -1.48658 -3.39769
Cl -2.56192 5.74059 -5.62938
Cl 4.70152 -4.68835 8.09741
Cl -3.29303 -3.97976 -7.13020
Cl 6.87988 -0.95763 5.24432
Cl -9.60305 -0.95891 2.54349
Cl -5.01187 5.73711 -2.17574
Cl 8.06055 -5.84260 4.81326
Cl 12.22853 -2.18480 5.86303
S -1.89247 -0.27250 -3.27525
S 2.97172 1.10672 0.37556
O -2.99905 -1.11669 -3.55745
O -1.23121 4.22797 -2.59211
O -2.02188 1.14106 -3.38416
O -0.29573 2.50753 -1.26308
O 1.00785 4.43525 -1.99030
N 0.39218 -0.72266 0.10843
N 0.92670 1.79719 -1.14312
C 3.05182 -5.01125 7.55275
C -5.26190 4.72639 -3.60049
C 1.21122 1.57914 0.24196
C -5.81996 1.22759 -0.63251
C -10.17934 -0.02469 1.15474
C -2.82100 -2.34713 -6.67297
C 6.23470 -0.89434 2.01042
C -1.36046 -0.63633 -1.61034
C -1.73803 1.28606 3.21991
C -3.22751 6.66388 -6.98655
C -0.81530 0.07349 3.10009
C 0.25875 0.56653 0.85699
C -10.06859 -2.04985 -3.20357
C 0.37887 6.86641 -9.77600
C 0.46634 0.33058 2.34582
C -0.48860 -4.27607 4.13835
C 8.18372 -2.16406 5.30117
C 0.89911 0.60031 -1.95921
C 0.14495 -0.60888 -1.39021
C 9.69091 -5.82703 4.11256
C 12.08504 -2.95576 7.44739
B -0.16873 3.74286 -1.93661
H -5.81133 1.71765 -1.59909
H 9.60752 -6.04936 3.05592
H 1.29295 -1.16772 0.29617
H 0.58271 -1.50913 -1.81505
H -0.33578 -1.34803 0.48301
H -5.00216 5.29374 -4.48424
H -10.07185 -2.93060 -2.57346
H -3.42836 -2.02304 -5.83660
H -0.55700 -0.25256 4.10295
H -1.06337 -4.29000 5.05649
H 1.11333 2.51294 0.78923
H -2.03824 3.69326 -2.50790
H 8.84755 -1.90597 6.11669
H 2.90260 -6.08339 7.51621
H 0.60169 6.56480 -10.79178
H -3.35941 7.69128 -6.66911
H 6.45411 -0.13548 2.74399
H -1.92063 0.03927 -0.97307
H 1.93667 0.31230 -2.11660
H -0.75046 0.94149 0.69516
H -0.84084 -0.64655 -4.03829
H 0.41328 6.01738 -9.10423
H -2.53820 6.60484 -7.82305
H -0.87289 -3.54463 3.44123
H -9.41090 -0.03793 0.39197
H 7.73854 -3.13864 5.45883
H 2.88170 0.01043 1.12362
H -2.77265 1.00033 3.04853
H -2.94505 -1.69254 -7.52659
H -10.37650 0.98941 1.48069
H -5.96340 0.15934 -0.74141
H -9.66220 -2.27372 -4.18192
H 0.92369 1.22758 2.76630
H 1.18317 -0.47570 2.50556
H 12.83711 -3.73173 7.51725
H 1.46769 4.50068 -1.14412
H -1.68156 1.69905 4.22283
H 0.49778 0.87956 -2.92708
H -6.29833 4.41282 -3.62987
H 2.92223 -4.57608 6.57125
H -1.72847 -1.64532 -1.41314
H 12.23302 -2.20378 8.21220
H -1.49076 2.07261 2.50777
H 6.93873 -1.71263 2.07939
H 10.12022 -4.84565 4.26979
*
```

Atom charges from the Löwdin analysis, given in e for atoms 1 to 99: atom 1 (Cl): 0.52, atom 2 (Cl): 0.51, atom 3 (Cl): 0.49, atom 4 (Cl): 0.52, atom 5 (Cl): 0.50, atom 6 (Cl): 0.53, atom 7 (Cl): 0.51, atom 8 (Cl): 0.50, atom 9 (Cl): 0.54, atom 10 (Cl): 0.52, atom 11 (Cl): 0.72, atom 12 (Cl): 0.54, atom 13 (Cl): 0.55, atom 14 (Cl): 0.57, atom 15 (Cl): 0.52, atom 16 (Cl): 0.52, atom 17 (Cl): 0.51, atom 18 (Cl): 0.52, atom 19 (Cl): 0.52, atom 20 (Cl): 0.54, atom 21 (Cl): 0.50, atom 22 (Cl): 0.53, atom 23 (Cl): 0.55, atom 24 (Cl): 0.50, atom 25 (Cl): 0.53, atom 26 (Cl): 0.51, atom 27 (Cl): 0.51, atom 28 (S): 0.64, atom 29 (S): 0.86, atom 30 (O): -0.32, atom 31 (O): 0.20, atom 32 (O): -0.34, atom 33 (O): 0.09, atom 34 (O): 0.21, atom 35 (N): 0.11, atom 36 (N): -0.14, atom 37 (C): -1.04, atom 38 (C): -0.99, atom 39 (C): -0.56, atom 40 (C): -1.01, atom 41 (C): -1.06, atom 42 (C): -1.00, atom 43 (C): -1.03, atom 44 (C): -0.20, atom 45 (C): -0.09, atom 46 (C): -1.01, atom 47 (C): -0.64, atom 48 (C): -0.30, atom 49 (C): -1.02, atom 50 (C): -1.01, atom 51 (C): -0.19, atom 52 (C): -1.03, atom 53 (C): -0.99, atom 54 (C): -0.11, atom 55 (C): -0.22, atom 56 (C): -1.03, atom 57 (C): -1.00, atom 58 (B): -0.82, atom 59 (H): -0.01, atom 60 (H): 0.03, atom 61 (H): 0.17, atom 62 (H): 0.16, atom 63 (H): 0.08, atom 64 (H): -0.04, atom 65 (H): 0.03, atom 66 (H): 0.00, atom 67 (H): 0.11, atom 68 (H): 0.03, atom 69 (H): 0.13, atom 70 (H): 0.04, atom 71 (H): -0.01, atom 72 (H): 0.03, atom 73 (H): 0.03, atom 74 (H): 0.03, atom 75 (H): -0.02, atom 76 (H): 0.07, atom 77 (H): 0.12, atom 78 (H): 0.14, atom 79 (H): 0.04, atom 80 (H): 0.02, atom 81 (H): -0.06, atom 82 (H): -0.06, atom 83 (H): -0.05, atom 84 (H): -0.02, atom 85 (H): -0.21, atom 86 (H): 0.06, atom 87 (H): 0.03, atom 88 (H): 0.02, atom 89 (H): 0.03, atom 90 (H): 0.02, atom 91 (H): 0.14, atom 92 (H): 0.11, atom 93 (H): 0.03, atom 94 (H): 0.11, atom 95 (H): 0.09, atom 96 (H): 0.13, atom 97 (H): 0.03, atom 98 (H): -0.04, atom 99 (H): 0.12